Molecular formula: C40H47CoN6P2S2
Method: DFT, the ωB97M-V functional and the def2-TZVPD basis

```
98
Properties=species:S:1:pos:R:3:forces:R:3:lowdin_charge:R:1
Co -0.0681 -0.0107 0.0142 0.976 -0.145 0.497 0.10
C 0.7543 5.2408 -0.0657 -0.002 0.003 0.049 0.02
C 1.1705 4.2072 0.9087 0.075 -0.091 0.107 -0.31
N 1.7818 4.3989 2.0314 0.014 -0.187 0.010 0.16
N 1.9551 3.1425 2.5650 -0.115 0.102 -0.121 0.07
C 1.4590 2.1711 1.8019 -0.056 0.147 -0.476 -0.68
S 1.4229 0.5002 2.0104 -0.073 -0.001 -0.030 0.82
N 0.9660 2.8473 0.7238 0.013 -0.137 0.086 -0.05
N 0.3000 2.1860 -0.3183 -0.186 -0.063 0.801 0.12
H 0.9854 6.2195 0.3463 -0.013 0.004 -0.008 0.10
H -0.3176 5.1791 -0.2627 -0.005 0.018 0.005 0.09
H 1.2909 5.1260 -1.0089 -0.004 -0.003 -0.006 0.10
H 2.4298 3.0339 3.4482 -0.021 0.005 -0.012 0.17
H -0.6680 2.5146 -0.3399 0.086 -0.027 -0.055 0.10
H 0.7332 2.4198 -1.2112 -0.088 -0.133 0.084 0.13
C 2.2130 -1.8956 -0.2085 0.188 0.026 -0.030 -0.07
N 1.6047 -0.7625 -0.9287 -0.164 0.308 -0.282 -0.31
C 2.6278 0.2910 -1.1227 0.006 -0.103 -0.057 -0.06
C 1.1366 -1.2140 -2.2635 0.015 -0.178 0.006 -0.14
C 0.1057 -0.2565 -2.7483 -0.074 0.114 -0.204 -0.24
C -0.1317 0.0135 -4.0917 0.073 -0.034 0.050 0.00
C -1.1711 0.8545 -4.4594 -0.032 0.010 0.020 -0.05
C -1.9677 1.4323 -3.4813 0.042 0.009 0.022 -0.06
C -1.7258 1.1678 -2.1363 0.131 0.018 -0.171 -0.12
C -0.6868 0.3236 -1.7646 -0.644 -0.145 0.057 -0.22
H 3.1320 -2.2096 -0.7115 -0.014 -0.027 -0.017 0.11
H 1.5202 -2.7314 -0.1862 -0.012 -0.018 -0.028 0.07
H 2.4602 -1.5993 0.8089 0.058 -0.015 -0.041 0.05
H 3.4151 -0.0768 -1.7850 0.030 0.005 0.028 0.11
H 3.0646 0.5639 -0.1666 -0.017 0.004 0.032 0.07
H 2.1729 1.1669 -1.5827 0.130 -0.148 -0.113 0.08
H 0.6759 -2.1981 -2.1319 0.038 -0.003 0.010 0.11
H 1.9739 -1.3437 -2.9555 0.024 0.037 0.033 0.14
H 0.4996 -0.4339 -4.8503 -0.012 -0.020 -0.010 0.13
H -1.3583 1.0592 -5.5043 0.004 0.007 -0.016 0.12
H -2.7828 2.0868 -3.7625 -0.005 0.009 -0.006 0.12
H -2.3730 1.6174 -1.3963 0.016 0.009 0.018 0.07
C -6.5111 -4.9099 2.4458 0.034 -0.022 0.013 -0.41
S -5.8255 -3.9174 3.7864 -0.001 0.015 -0.008 0.82
C -5.4753 -2.4031 2.8634 -0.010 -0.091 0.076 -0.51
C -4.1472 -2.4562 2.1157 -0.011 -0.035 -0.050 -0.25
C -4.0589 -1.3256 1.0883 0.180 -0.116 0.097 -0.20
N -2.6864 -0.9341 0.6778 -0.482 -0.224 -0.035 -0.38
P -1.7500 0.1722 1.5165 -0.147 0.502 -0.498 0.94
C -1.6937 -0.3479 3.2362 0.185 0.200 0.209 -0.35
C -0.6678 -1.1465 3.7386 -0.247 -0.059 0.143 -0.14
C -0.7357 -1.6348 5.0342 -0.025 0.007 -0.065 -0.04
C -1.8211 -1.3152 5.8374 0.006 -0.015 0.045 -0.04
C -2.8340 -0.4987 5.3547 -0.040 0.009 -0.007 -0.05
C -2.7715 -0.0102 4.0603 0.042 -0.061 -0.021 -0.09
C -2.5619 1.7831 1.5724 0.142 0.137 -0.259 -0.35
C -2.0448 2.7471 2.4456 -0.013 -0.003 -0.054 -0.09
C -2.4560 4.0687 2.3448 0.020 -0.037 -0.015 -0.06
C -3.3895 4.4360 1.3820 -0.008 0.003 0.011 -0.05
C -3.9251 3.4804 0.5295 -0.001 -0.060 0.036 -0.05
C -3.5008 2.1601 0.6127 -0.127 0.018 0.167 -0.11
P -1.5226 -1.8252 -0.1939 -0.295 0.635 0.089 1.05
C -1.3146 -3.4386 0.5741 0.322 -0.106 -0.019 -0.33
C -2.1935 -4.4872 0.2833 0.042 -0.017 0.079 -0.09
C -2.0771 -5.6915 0.9554 0.007 0.007 -0.021 -0.04
C -1.0828 -5.8668 1.9099 0.000 -0.020 0.000 -0.04
C -0.1832 -4.8462 2.1778 -0.001 0.039 -0.032 -0.04
C -0.2947 -3.6390 1.5044 -0.124 -0.087 0.012 -0.11
C -2.3063 -2.2129 -1.7704 0.341 -0.101 -0.193 -0.33
C -1.7452 -3.2171 -2.5666 -0.120 -0.028 0.039 -0.10
C -2.2745 -3.4945 -3.8154 0.007 0.031 -0.003 -0.05
C -3.3799 -2.7871 -4.2710 0.010 -0.024 -0.009 -0.05
C -3.9502 -1.8017 -3.4801 0.010 0.010 0.045 -0.05
C -3.4040 -1.5008 -2.2407 -0.032 -0.008 -0.019 -0.09
H -6.6585 -5.9155 2.8338 -0.011 -0.004 0.000 0.04
H -5.8259 -4.9651 1.5994 0.015 -0.017 0.000 0.02
H -7.4715 -4.5148 2.1193 0.000 0.013 0.004 0.04
H -5.4710 -1.5983 3.6014 -0.001 0.065 -0.071 0.07
H -6.3075 -2.2189 2.1789 -0.015 0.030 0.017 0.09
H -4.0528 -3.4260 1.6261 -0.004 0.081 -0.010 0.08
H -3.3248 -2.3864 2.8292 -0.011 -0.049 0.008 0.10
H -4.5141 -0.4211 1.5019 -0.012 0.017 -0.012 0.11
H -4.6272 -1.5861 0.1948 -0.009 0.016 -0.002 0.11
H 0.1878 -1.3779 3.1285 0.001 -0.099 0.028 0.02
H 0.0588 -2.2583 5.4209 0.018 0.003 -0.004 0.12
H -1.8735 -1.6939 6.8491 0.003 -0.009 0.010 0.12
H -3.6715 -0.2406 5.9886 -0.009 0.002 0.001 0.12
H -3.5651 0.6280 3.6913 -0.009 0.007 0.016 0.11
H -1.3368 2.4580 3.2151 0.016 0.004 -0.009 0.11
H -2.0589 4.8100 3.0255 0.001 0.001 0.014 0.12
H -3.7133 5.4655 1.3085 -0.016 0.004 0.020 0.12
H -4.6802 3.7594 -0.1930 0.013 0.008 -0.023 0.12
H -3.9180 1.4168 -0.0547 -0.039 -0.018 0.014 0.10
H -2.9710 -4.3632 -0.4584 -0.016 0.009 0.004 0.12
H -2.7590 -6.4999 0.7290 -0.021 0.000 0.018 0.12
H -1.0035 -6.8079 2.4368 0.014 -0.014 -0.007 0.12
H 0.6091 -4.9947 2.8987 0.002 0.004 0.019 0.12
H 0.4183 -2.8526 1.7022 0.010 0.042 0.015 0.07
H -0.9205 -3.8147 -2.1966 0.040 0.019 -0.009 0.11
H -1.8321 -4.2666 -4.4297 -0.008 -0.027 0.006 0.12
H -3.8015 -3.0111 -5.2412 -0.008 -0.009 -0.012 0.12
H -4.8216 -1.2641 -3.8284 0.004 0.023 -0.008 0.12
H -3.8365 -0.7126 -1.6409 0.007 0.042 -0.013 0.09
```
Forces are in eV/Å.

Output
Total charge = +2
Lowest unoccupied orbital energy (spin up / spin down) = -5.65 / -5.65 eV
E_HOMO (spin up / spin down) = -12.29 / -12.29 eV
Orbital gap (spin up / spin down) = 6.64 / 6.64 eV
Multiplicity = 1
Calculated total energy = -4742.365142 hartree